Entry 1:
Computed, not measured: 2 unconnected molecules or ions with the total composition C4H8OS2 at a distorted geometry, with ωB97M-V with the def2-TZVPD basis set.

Geometry as XYZ:
```
15
Properties=species:S:1:pos:R:3:mulliken_spin:R:1
C -0.986 0.721 -0.854 0.04
C -1.883 0.605 -1.980 -0.01
O -2.571 1.472 -2.507 0.00
C 0.236 -0.236 -0.916 -0.03
S -0.087 -1.882 -0.124 0.54
S -0.099 -0.325 2.387 0.48
C 1.721 -0.424 2.255 -0.02
H -1.408 0.417 0.118 -0.01
H -0.626 1.727 -0.588 0.00
H -2.217 -0.419 -2.188 0.00
H 0.451 -0.655 -1.900 0.01
H 1.047 0.238 -0.391 0.00
H 2.251 -1.096 1.563 0.01
H 2.103 0.542 1.874 0.00
H 2.068 -0.684 3.253 0.01
```

Results
- Energy relative to the best compared isomer or geometry (same formula, charge and spin): 0.699 eV
- E_HOMO (alpha / beta): -0.1147 / -0.1385 Ha
- Total charge: -1
- Frontier orbital gap (alpha / beta): 0.251 / 0.251 Eh
- Spin multiplicity: 2
- Expectation value of S²: 0.7567



Entry 2:
Computed, not measured: a molecular structure, C11H26N2O5S at a distorted geometry, with ωB97M-V with the def2-TZVPD basis set.

Geometry as XYZ:
```
45
Properties=species:S:1:pos:R:3:nbo_charge:R:1
C 1.528 -1.008 0.923 -0.60
C 0.620 -1.778 1.896 -0.10
O -0.709 -1.936 1.329 -0.78
H 2.516 -0.822 1.344 0.28
H 1.125 -0.025 0.679 0.21
H 1.580 -1.482 -0.057 0.21
H 0.590 -1.220 2.832 0.18
H 0.906 -2.772 2.239 0.20
H -1.186 -2.656 1.748 0.49
C 1.399 -2.684 -3.715 -0.64
C 0.223 -3.024 -2.843 -0.08
O -0.917 -2.339 -3.321 -0.70
H 2.293 -3.204 -3.371 0.22
H 1.766 -1.663 -3.614 0.21
H 1.268 -2.924 -4.770 0.21
H 0.480 -2.706 -1.833 0.17
H 0.089 -4.105 -2.802 0.19
H -0.662 -1.414 -3.360 0.47
C 1.137 2.095 -0.402 -0.61
C 2.280 1.255 -0.048 0.33
N 3.173 0.541 0.204 -0.39
H 1.392 2.358 -1.428 0.26
H 1.275 2.898 0.322 0.19
H 0.195 1.575 -0.231 0.28
C -0.807 -1.543 -0.812 -0.70
C 0.041 -0.370 -0.989 0.34
N 0.673 0.561 -1.114 -0.52
H -0.228 -2.352 -0.366 0.27
H -1.168 -1.790 -1.810 0.28
H -1.594 -1.281 -0.104 0.22
O -1.583 3.145 3.813 -0.91
S -0.905 3.642 2.567 2.29
O 0.224 4.552 2.663 -0.88
O -0.468 2.266 1.693 -0.75
C -1.240 1.065 1.816 -0.04
C -0.806 0.193 0.662 -0.69
C -2.086 4.208 1.296 -0.86
H -2.300 1.317 1.779 0.17
H -1.039 0.562 2.762 0.18
H 0.241 -0.044 0.847 0.22
H -0.880 0.639 -0.330 0.20
H -1.369 -0.740 0.683 0.25
H -3.019 3.647 1.361 0.25
H -1.684 4.139 0.285 0.26
H -2.363 5.224 1.577 0.25
```

Results
- Energy relative to the best compared isomer or geometry (same formula, charge and spin): 17.932 eV
- E_HOMO: -0.3174 Ha
- Frontier orbital gap: 0.325 Eh



Entry 3:
Computed, not measured: a gas-phase ion, C24H26NO2 (charge -1) at a distorted geometry, with ωB97M-V with the def2-TZVPD basis set.

Geometry as XYZ:
```
53
Properties=species:S:1:pos:R:3:nbo_charge:R:1
C 2.765 -5.080 3.137 -0.39
N 1.839 -4.075 3.635 -0.49
C 0.906 -4.624 4.601 -0.39
C 1.478 -2.973 2.814 0.13
C 0.737 -3.063 1.597 -0.25
C 0.514 -1.949 0.753 -0.14
C 1.027 -0.682 1.061 -0.02
C 0.751 0.569 0.214 0.08
C -0.673 1.121 0.381 -0.22
C -0.948 2.407 -0.079 -0.18
C -2.215 2.867 -0.338 -0.17
C -2.341 4.133 -1.079 -0.63
C -3.375 2.034 -0.061 0.42
O -4.536 2.322 -0.467 -0.77
C -3.100 0.773 0.632 -0.16
C -4.230 -0.132 0.948 -0.64
C -1.785 0.380 0.849 -0.15
C 1.759 -0.563 2.248 -0.21
C 1.932 -1.644 3.132 -0.22
H 3.484 -4.622 2.455 0.21
H 3.329 -5.541 3.968 0.18
H 2.250 -5.898 2.608 0.16
H 0.229 -3.849 4.967 0.21
H 0.305 -5.447 4.179 0.16
H 1.445 -5.047 5.467 0.18
H 0.333 -4.051 1.336 0.20
H -0.156 -2.077 -0.104 0.22
H 1.489 1.355 0.325 0.18
H -0.129 3.131 -0.234 0.18
H -3.364 4.369 -1.325 0.23
H -1.900 4.930 -0.480 0.19
H -1.750 4.067 -1.995 0.19
H -5.151 0.335 0.625 0.24
H -4.123 -1.089 0.430 0.19
H -4.267 -0.324 2.022 0.19
H -1.608 -0.535 1.432 0.18
H 2.075 0.459 2.550 0.21
H 2.477 -1.471 4.086 0.21
C -0.515 2.089 -5.384 -0.63
C 0.423 2.035 -4.221 0.00
C 1.548 2.846 -4.333 -0.25
C 2.548 2.722 -3.364 -0.22
C 2.399 1.914 -2.251 -0.25
C 1.235 1.139 -2.105 0.32
O 1.095 0.125 -1.144 -0.56
C 0.241 1.225 -3.094 -0.25
H -1.276 1.316 -5.358 0.22
H -1.016 3.054 -5.438 0.22
H 0.040 1.981 -6.315 0.21
H 1.643 3.498 -5.178 0.20
H 3.491 3.286 -3.565 0.20
H 3.277 1.712 -1.564 0.21
H -0.608 0.541 -2.975 0.24
```

Results
- Energy relative to the best compared isomer or geometry (same formula, charge and spin): 0.704 eV
- E_HOMO: -0.1037 Ha
- Total charge: -1
- Frontier orbital gap: 0.201 Eh
- Structure (SMILES): Cc1cccc(O[C@H](c2ccc(N(C)C)cc2)c2cc(C)c([O-])c(C)c2)c1



Entry 4:
Computed, not measured: 2 unconnected molecules or ions with the total composition C3HN3O at a distorted geometry, with ωB97M-V with the def2-TZVPD basis set.

Geometry as XYZ:
```
8
Properties=species:S:1:pos:R:3:nbo_charge:R:1
C -0.968 0.028 0.496 0.06
C 1.578 1.787 -0.084 0.16
C 2.001 0.498 -0.021 0.07
N -1.833 -0.494 -0.077 -0.27
N 1.370 2.899 -0.107 -0.19
N 1.899 -0.664 0.119 0.28
O 2.033 -1.827 0.369 -0.30
H -0.169 0.274 1.051 0.20
```

Results
- Energy relative to the best compared isomer or geometry (same formula, charge and spin): 2.890 eV
- E_HOMO: -0.4159 Ha
- Frontier orbital gap: 0.384 Eh
- Structure (SMILES): N#CC#[N+][O-].C#N